1.
{"formula": "C37H64N7O7P2", "method": "ωB97M-V/def2-TZVPD", "symbols": ["C", "N", "H", "O", "N", "H", "C", "H", "P", "P", "C", "H", "H", "H", "O", "O", "C", "H", "H", "H", "H", "H", "H", "C", "C", "O", "H", "H", "C", "H", "H", "H", "C", "H", "C", "C", "C", "C", "H", "H", "H", "C", "C", "C", "C", "H", "H", "C", "N", "H", "C", "H", "O", "H", "H", "C", "H", "H", "H", "H", "H", "C", "H", "H", "H", "C", "H", "C", "N", "C", "C", "H", "H", "C", "H", "C", "H", "C", "H", "O", "H", "H", "C", "H", "N", "H", "H", "H", "C", "H", "N", "N", "H", "C", "H", "H", "H", "H", "C", "C", "H", "H", "H", "H", "H", "H", "O", "C", "H", "C", "H", "C", "C", "C", "H", "H", "H"], "positions_angstrom": [[-2.12, -3.81, 5.88], [1.24, 1.12, -7.93], [-4.16, -3.18, 5.86], [-1.87, 1.13, 1.09], [1.53, 6.16, -4.70], [-3.08, 5.31, -2.01], [-2.99, 4.22, 0.54], [-5.78, -2.60, 3.87], [-3.95, -0.52, -0.62], [1.11, -4.12, 1.49], [-0.80, -1.85, 1.35], [1.03, -1.96, -8.37], [-1.70, 5.98, -6.23], [-4.43, 3.03, -0.50], [-3.10, 0.28, -1.51], [-3.74, -0.10, 0.94], [-3.14, -0.42, 4.01], [-3.89, -4.81, 5.17], [-2.83, 3.00, -1.22], [0.26, 0.41, 0.37], [-3.79, -4.51, 6.94], [-2.95, 6.16, -5.01], [3.93, -5.87, 4.57], [-1.75, -1.06, 2.01], [4.73, 2.40, -3.19], [1.16, -4.10, -0.14], [-2.43, 8.35, -6.04], [-3.03, 0.62, 3.70], [-1.75, 7.92, -5.31], [2.06, -3.00, -6.39], [-1.21, 6.14, -3.20], [0.89, -1.78, -5.90], [4.13, 3.43, -4.16], [-5.32, -0.15, 3.79], [-1.91, 6.41, -5.25], [-4.55, -0.91, 3.72], [-0.20, -2.87, 2.08], [2.51, 0.13, 1.35], [-0.67, -5.48, 2.13], [4.57, 0.81, 1.12], [2.97, -1.63, -4.53], [-1.46, -2.28, 4.06], [-4.88, -2.18, 3.44], [-0.86, -1.74, 6.35], [4.74, -1.18, 3.53], [-1.16, 4.67, -4.18], [-0.53, -2.39, 7.16], [-1.00, 5.75, -4.20], [-0.52, -3.01, 3.39], [2.65, -4.63, 6.05], [3.02, -5.50, 4.08], [2.75, -1.59, -8.32], [4.32, 0.05, 3.00], [2.28, 1.16, 1.06], [4.37, -0.95, 1.19], [2.94, -1.23, -5.54], [0.30, -6.19, 0.99], [2.52, -6.34, 3.62], [-0.73, 8.20, -5.60], [-2.71, 3.41, 1.21], [5.27, 1.63, -3.73], [2.00, -0.83, 0.27], [2.74, -0.16, -5.46], [3.62, 4.21, -3.61], [4.95, 3.90, -4.70], [1.38, -3.59, 4.69], [-1.96, 8.38, -4.34], [1.80, -1.42, -7.82], [0.28, -5.59, 1.80], [-3.56, 3.65, -0.75], [-3.59, -4.10, 5.94], [1.98, -3.03, 3.98], [2.01, -0.05, 2.30], [0.60, -0.44, -0.22], [-0.01, -1.28, 5.85], [1.86, -1.93, -6.37], [-5.32, -0.39, -0.84], [3.16, 2.80, -5.15], [5.43, 2.89, -2.50], [0.13, -4.01, 4.07], [3.92, -1.35, -5.99], [-1.37, -1.08, -0.53], [-3.97, 4.73, -1.76], [5.18, -1.02, 4.51], [-5.81, 6.32, -0.82], [3.64, 2.01, -5.74], [-2.11, 4.84, 0.36], [-3.05, -0.46, 5.09], [3.69, 1.75, -2.38], [2.05, -1.83, 0.70], [-1.76, -2.45, 5.42], [2.88, 1.24, -1.76], [0.65, -0.09, -1.25], [-0.48, -1.53, -0.10], [1.19, -2.98, 5.57], [2.78, 3.55, -5.85], [-0.29, -2.40, -0.72], [-4.35, 4.27, -2.67], [-5.00, 5.63, -1.23], [-2.10, -1.28, 3.34], [-1.41, -0.91, 6.81], [3.90, -1.87, 3.64], [2.73, -0.80, -0.55], [3.31, -4.77, 3.33], [5.49, -1.67, 2.90], [-4.32, -2.82, 2.76], [-1.30, -4.59, 6.24], [-2.41, 0.10, 1.31], [1.31, -5.56, 5.41], [2.10, -4.86, 5.14], [2.30, 2.37, -4.64], [4.02, 0.00, 1.60], [0.42, 6.00, -4.47], [1.49, 0.00, -7.88], [-3.68, -1.89, -0.80], [-3.74, 4.83, 1.06], [0.33, -4.40, -0.54]], "lowdin_charge": [-0.4113, 0.1543, 0.0656, 0.2106, 0.1600, 0.0978, -0.0982, 0.0704, 0.6707, 0.9299, -0.0864, 0.1177, 0.1143, 0.1064, -0.3550, -0.1565, -0.0999, 0.0970, 0.0955, 0.0988, 0.0996, 0.1025, 0.0745, 0.0096, -0.1755, -0.2770, 0.0746, 0.1312, -0.1045, 0.1064, 0.1061, 0.1096, -0.2534, 0.1166, -0.2564, -0.1424, -0.1551, -0.1791, 0.0419, 0.1232, 0.0696, -0.1190, -0.0027, -0.0099, -0.1151, 0.1174, 0.1013, -0.1996, 0.0143, 0.1175, -0.1020, 0.1215, -0.1875, 0.1066, 0.1143, -0.1063, 0.0501, 0.0647, 0.0731, 0.0440, 0.1210, -0.2220, 0.0462, 0.1006, 0.1126, -0.1625, 0.0782, -0.1883, -0.1363, -0.2623, 0.0253, 0.0886, 0.1119, -0.1556, 0.0945, -0.2607, 0.0402, -0.1228, 0.1196, -0.1020, 0.0813, 0.0712, -0.1887, 0.0904, 0.1504, 0.0633, 0.0812, 0.1203, -0.1846, 0.0529, -0.0349, 0.1988, 0.1078, -0.1236, 0.0989, 0.0677, 0.1048, 0.1203, -0.2361, -0.0630, 0.0912, 0.0636, 0.0847, 0.0371, 0.0906, 0.0691, 0.1436, -0.4557, 0.1154, -0.1942, 0.0675, -0.2138, -0.2285, -0.2368, 0.0350, 0.0742, 0.0663], "e_homo_ev": -11.6, "charge": 1, "e_lumo_ev": -4.1477, "max_force_ev_per_a": 1.662, "orbital_gap_ha": 0.2723}

2.
{"formula": "C5H7N", "method": "ωB97M-V/def2-TZVPD", "symbols": ["C", "C", "N", "H", "C", "H", "C", "C", "H", "H", "H", "H", "H"], "positions_angstrom": [[-1.62, -0.21, -0.97], [0.29, -1.43, 0.16], [0.35, -0.02, 0.17], [-0.49, -1.89, 0.78], [1.15, 1.09, 0.53], [0.36, -0.62, -1.93], [-0.20, -0.58, -1.00], [-2.32, 0.42, -0.21], [1.02, 1.88, -0.22], [2.21, 0.85, 0.61], [1.20, -2.02, 0.02], [0.80, 1.50, 1.49], [-2.74, 1.02, 0.57]], "nbo_charge": [-0.0558, -0.1895, -0.4319, 0.1899, -0.3917, 0.2046, -0.1238, -0.1886, 0.2097, 0.1796, 0.1776, 0.1925, 0.2275], "e_homo_ev": -8.2, "charge": 0, "e_lumo_ev": 0.9455, "max_force_ev_per_a": 0.826, "orbital_gap_ha": 0.3352}

3.
{"formula": "C4H10NO2S", "method": "ωB97M-V/def2-TZVPD", "symbols": ["H", "H", "H", "O", "H", "C", "N", "C", "H", "H", "H", "H", "O", "C", "C", "H", "H", "S"], "positions_angstrom": [[-0.70, 1.00, 2.12], [-2.04, -0.19, 1.64], [1.25, -0.56, 1.71], [1.18, -2.63, 1.56], [0.87, 1.65, 0.73], [-0.57, 0.17, 0.08], [-0.09, -1.20, 0.36], [0.59, 1.14, -0.20], [-1.92, 1.53, 1.18], [0.88, 0.00, -3.69], [-1.29, 0.20, -0.74], [-0.65, -1.89, -0.10], [0.78, -0.74, -3.06], [-1.37, 0.61, 1.35], [0.84, -1.50, 1.30], [0.63, -0.46, -2.17], [1.45, 0.57, -0.58], [0.15, 2.33, -1.50]], "mulliken_spin": [-0.0037, -0.0003, 0.0010, -0.0004, 0.0060, -0.0067, 0.0010, 0.0020, 0.0011, -0.0001, -0.0022, 0.0010, 0.0072, 0.0011, -0.0008, -0.0094, 0.0212, 0.9821], "e_homo_ev": [-9.7, -9.5], "charge": 0, "e_lumo_ev": [0.6325, -2.6081], "s_squared": 0.75, "max_force_ev_per_a": 2.451, "orbital_gap_ha": [0.3808, 0.2521], "multiplicity": 2}

4.
{"formula": "C2HIN2O2", "method": "ωB97M-V/def2-TZVPD", "symbols": ["C", "N", "O", "C", "O", "H", "N", "I"], "positions_angstrom": [[-0.07, -0.71, -0.04], [-1.46, -0.87, 0.06], [-2.11, 0.12, -0.09], [0.21, 0.59, 2.23], [-1.82, -1.97, 0.34], [0.09, 0.28, -0.46], [0.18, 1.18, 3.20], [0.88, -2.42, 0.42]], "nbo_charge": [-0.1482, 0.4080, -0.3005, 0.0965, -0.3456, 0.2663, -0.4823, 0.5057], "e_homo_ev": [-10.5, -10.5], "charge": 0, "e_lumo_ev": [-3.9117, -3.9105], "max_force_ev_per_a": 5.146, "orbital_gap_ha": [0.2411, 0.2413]}

Q: What is the charge in the fourth record?
A: 0